Entry 1:
# C27H24ClI2N8O9RuS

A structure of composition C27H24ClI2N8O9RuS (ωB97M-V with the def2-TZVPD basis set, the Open Molecules 2025 dataset).

Atoms and positions in Å:
1 Ru -0.685 -1.312 -0.772
2 I 0.518 -6.500 -0.894
3 C 1.918 -4.944 -0.834
4 C 3.278 -5.178 -0.740
5 C 4.163 -4.123 -0.705
6 I 6.228 -4.560 -0.666
7 C 3.710 -2.785 -0.704
8 C 4.525 -1.638 -0.651
9 C 3.947 -0.395 -0.643
10 C 2.553 -0.284 -0.652
11 N 1.768 -1.336 -0.706
12 C 2.308 -2.561 -0.765
13 C 1.372 -3.649 -0.915
14 O 0.144 -3.442 -1.101
15 H 3.647 -6.192 -0.699
16 H 5.600 -1.745 -0.634
17 H 4.550 0.499 -0.631
18 H 2.072 0.684 -0.645
19 N 0.358 0.192 2.090
20 C -0.560 -0.698 2.505
21 N -0.846 -0.793 3.794
22 C -1.752 -1.715 4.122
23 N -1.984 -1.923 5.419
24 N -2.439 -2.459 3.237
25 C -2.104 -2.291 1.978
26 N -1.102 -1.505 1.573
27 C -2.852 -2.974 0.909
28 C -4.119 -3.515 1.104
29 C -4.784 -4.043 0.010
30 C -4.168 -4.026 -1.233
31 C -2.901 -3.471 -1.335
32 N -2.281 -2.962 -0.290
33 H 0.573 0.936 2.737
34 H 0.292 0.427 1.102
35 H -1.542 -1.320 6.090
36 H -2.737 -2.533 5.683
37 H -4.561 -3.480 2.084
38 H -5.778 -4.452 0.121
39 H -4.657 -4.425 -2.108
40 H -2.358 -3.423 -2.272
41 C 4.560 4.353 0.265
42 C 3.063 4.368 0.184
43 C 2.297 3.352 0.751
44 C 0.914 3.392 0.672
45 C 0.302 4.447 0.028
46 C 1.041 5.450 -0.564
47 C 2.422 5.412 -0.479
48 S -1.491 4.442 -0.092
49 O -2.031 4.109 1.187
50 O -1.898 5.660 -0.728
51 N -1.764 3.176 -1.113
52 C -1.172 3.168 -2.422
53 C -1.526 1.883 -3.168
54 C -0.861 0.664 -2.523
55 O -1.126 -0.479 -2.951
56 O -0.056 0.854 -1.577
57 H 4.910 3.603 0.971
58 H 4.934 5.325 0.582
59 H 4.983 4.140 -0.717
60 H 2.787 2.533 1.263
61 H 0.287 2.632 1.107
62 H 0.518 6.247 -1.066
63 H 3.010 6.201 -0.926
64 H -1.723 2.298 -0.608
65 H -0.074 3.246 -2.354
66 H -1.556 4.047 -2.948
67 H -1.216 1.945 -4.212
68 H -2.604 1.709 -3.135
69 O -3.784 -0.319 1.263
70 Cl -3.275 0.361 0.129
71 O -3.161 -0.554 -0.971
72 O -4.092 1.437 -0.233
73 O -1.933 0.812 0.424

Summary:
- orbital gap (alpha / beta) (eV) = 7.24 / 5.22
- net charge = 0
- multiplicity = 6
- maximum force (eV/Å) = 2.7
- E (a.u.) = -3706.9536

=====

Entry 2:
# C27H24GeMnSTe

A structure of composition C27H24GeMnSTe (ωB97M-V with the def2-TZVPD basis set, the Open Molecules 2025 dataset).

Atoms and positions in Å:
1 Mn 0.315 1.775 0.895
2 C 2.656 2.067 1.075
3 C 2.133 3.182 0.397
4 C 1.162 3.991 1.022
5 C 0.702 3.671 2.311
6 C 1.175 2.515 2.960
7 C 2.162 1.719 2.347
8 H 3.470 1.507 0.638
9 H 2.535 3.465 -0.562
10 H 0.807 4.885 0.534
11 H 0.011 4.329 2.809
12 H 0.851 2.292 3.965
13 H 2.595 0.890 2.882
14 Te -1.951 2.733 0.273
15 C -3.647 1.530 0.369
16 C -4.241 0.725 -0.555
17 C -5.517 0.252 -0.122
18 C -5.856 0.716 1.111
19 S -4.639 1.719 1.757
20 H -3.792 0.465 -1.506
21 H -6.151 -0.400 -0.713
22 H -6.759 0.519 1.678
23 C -1.614 -1.366 2.108
24 Ge -0.692 -0.410 0.693
25 C -1.372 -1.103 -1.008
26 C -1.556 -2.486 -1.083
27 C -1.949 -3.090 -2.273
28 C -2.165 -2.319 -3.409
29 C -1.983 -0.941 -3.351
30 C -1.586 -0.341 -2.159
31 C 1.195 -1.032 0.715
32 C 1.610 -1.832 1.750
33 C 2.894 -2.433 1.753
34 C 3.765 -2.188 0.736
35 C 3.405 -1.332 -0.339
36 C 4.328 -1.026 -1.374
37 C 3.978 -0.209 -2.410
38 C 2.679 0.349 -2.461
39 C 1.778 0.080 -1.468
40 C 2.104 -0.762 -0.366
41 H -1.456 -2.433 1.930
42 H -2.685 -1.155 2.066
43 H -1.238 -1.110 3.102
44 H -1.389 -3.110 -0.207
45 H -2.083 -4.167 -2.314
46 H -2.470 -2.791 -4.338
47 H -2.146 -0.332 -4.235
48 H -1.449 0.730 -2.136
49 H 0.945 -2.029 2.587
50 H 3.176 -3.089 2.567
51 H 4.751 -2.645 0.733
52 H 5.326 -1.457 -1.328
53 H 4.688 0.009 -3.198
54 H 2.391 0.971 -3.302
55 H 0.798 0.499 -1.541

Summary:
- orbital gap (alpha / beta) (eV) = 6.86 / 6.44
- net charge = +1
- multiplicity = 5
- energy above the lowest of the compared OMol25 structures with the same formula, charge and spin (eV) = 0.552
- maximum force (eV/Å) = 1.1
- E (a.u.) = -4937.1338

=====

Entry 3:
# C27H24IN2O3

The ion C27H24IN2O3 with charge +1 (ωB97M-V with the def2-TZVPD basis set, the Open Molecules 2025 dataset).

Atoms and positions in Å:
1 C 2.726 -0.797 1.136
2 C 3.982 -1.496 1.042
3 C 5.202 -0.767 1.065
4 C 6.439 -1.400 0.950
5 C 6.486 -2.810 0.830
6 C 5.291 -3.562 0.834
7 C 4.057 -2.909 0.945
8 C 1.517 -1.325 0.882
9 C 0.141 -0.628 1.039
10 C -0.997 -1.554 1.394
11 C -1.973 -1.108 2.292
12 C -3.141 -1.849 2.448
13 C -3.310 -3.032 1.719
14 C -2.319 -3.480 0.848
15 C -1.136 -2.762 0.715
16 H 2.779 0.260 1.453
17 H 5.146 0.312 1.152
18 H 7.369 -0.815 0.958
19 H 7.452 -3.323 0.752
20 H 5.321 -4.662 0.758
21 H 3.139 -3.498 0.962
22 H 1.455 -2.362 0.561
23 H 0.257 0.318 1.625
24 H -1.783 -0.201 2.879
25 H -3.907 -1.480 3.145
26 H -4.238 -3.582 1.804
27 H -2.432 -4.388 0.244
28 H -0.317 -3.141 0.087
29 C -1.392 -1.883 -3.071
30 N -1.537 -0.943 -1.976
31 C -0.383 -0.345 -1.431
32 O 0.629 -0.444 -2.093
33 C -0.496 0.226 -0.077
34 I 0.905 2.167 -0.274
35 C 0.076 4.098 -0.809
36 C -0.036 5.072 0.180
37 C -0.492 6.349 -0.179
38 C -0.840 6.615 -1.522
39 C -0.737 5.600 -2.504
40 C -0.281 4.327 -2.131
41 C -1.856 0.905 0.094
42 O -2.181 1.936 0.709
43 N -2.952 0.199 -0.473
44 C -4.307 0.448 0.051
45 C -2.838 -0.870 -1.405
46 O -3.773 -1.593 -1.718
47 H -2.381 -2.289 -3.249
48 H -1.030 -1.361 -3.940
49 H -0.697 -2.656 -2.783
50 H 0.236 4.865 1.197
51 H -0.572 7.136 0.588
52 H -1.208 7.619 -1.806
53 H -1.013 5.824 -3.542
54 H -0.184 3.540 -2.857
55 H -4.973 -0.223 -0.509
56 H -4.324 0.220 1.127
57 H -4.568 1.501 -0.114

Summary:
- orbital gap (eV) = 5.68
- net charge = +1
- maximum force (eV/Å) = 4.1
- E (a.u.) = -1675.8896

=====

Entry 4:
# C27H24N11O3RuS2

A structure of composition C27H24N11O3RuS2 (ωB97M-V with the def2-TZVPD basis set, the Open Molecules 2025 dataset).

Atoms and positions in Å:
1 Ru 0.753 -0.868 -0.057
2 S -3.489 1.982 5.349
3 N -1.963 2.288 4.951
4 C -1.685 1.530 3.901
5 C -0.410 1.483 3.211
6 C 0.710 2.240 3.567
7 C 1.868 2.107 2.830
8 C 1.896 1.218 1.759
9 N 0.834 0.490 1.418
10 C -0.312 0.617 2.124
11 C -1.422 -0.206 1.700
12 N -1.201 -1.018 0.639
13 C -2.182 -1.803 0.200
14 C -3.438 -1.818 0.801
15 C -3.677 -0.999 1.886
16 C -2.653 -0.171 2.354
17 C -2.774 0.729 3.486
18 N -3.859 0.893 4.227
19 H 0.653 2.915 4.411
20 H 2.756 2.674 3.071
21 H 2.792 1.085 1.165
22 H -1.959 -2.439 -0.648
23 H -4.205 -2.473 0.413
24 H -4.641 -0.989 2.381
25 O -4.062 5.965 -5.718
26 S -4.438 4.648 -6.109
27 O -4.972 3.751 -5.152
28 O -4.149 4.203 -7.429
29 C -1.720 4.466 -5.955
30 N -1.113 5.181 -6.740
31 C 0.222 4.996 -6.483
32 C 0.609 4.116 -5.472
33 C -0.351 3.425 -4.731
34 N -1.678 3.652 -5.041
35 C -0.098 2.459 -3.636
36 C -1.169 1.852 -2.988
37 C -0.921 0.947 -1.973
38 N 0.319 0.622 -1.581
39 C 1.350 1.212 -2.204
40 C 1.190 2.126 -3.228
41 H 0.917 5.556 -7.094
42 H 1.665 3.987 -5.284
43 H -2.190 2.073 -3.269
44 H -1.738 0.461 -1.461
45 H 2.346 0.934 -1.881
46 H 2.073 2.549 -3.684
47 C 0.988 -3.709 0.610
48 N 1.432 -2.388 1.204
49 C 1.074 -2.423 2.672
50 N 1.679 -3.550 3.324
51 C 1.222 -4.792 2.691
52 N 1.599 -4.825 1.271
53 C 3.059 -4.722 1.164
54 N 3.540 -3.482 1.785
55 C 2.945 -2.358 1.125
56 C 3.138 -3.466 3.198
57 H 1.260 -3.706 -0.453
58 H -0.097 -3.767 0.714
59 H -0.014 -2.485 2.747
60 H 1.423 -1.494 3.125
61 H 0.137 -4.872 2.782
62 H 1.675 -5.641 3.199
63 H 3.352 -4.744 0.113
64 H 3.514 -5.572 1.668
65 H 3.224 -2.357 0.064
66 H 3.279 -1.431 1.598
67 H 3.495 -2.548 3.668
68 H 3.592 -4.314 3.706

Summary:
- orbital gap (eV) = 5.44
- net charge = +3
- maximum force (eV/Å) = 1.5
- E (a.u.) = -2761.5748

=====

Entry 5:
# C27H25AsClIrNS

A structure of composition C27H25AsClIrNS (ωB97M-V with the def2-TZVPD basis set, the Open Molecules 2025 dataset).

Atoms and positions in Å:
1 Ir -1.774 -0.785 1.429
2 S -2.424 -2.865 0.365
3 C -1.033 -3.643 -0.320
4 C -1.188 -4.960 -0.772
5 C -0.146 -5.643 -1.353
6 C 1.090 -5.028 -1.504
7 C 1.260 -3.730 -1.055
8 C 0.222 -3.015 -0.467
9 As 0.493 -1.221 0.255
10 C 2.460 -1.101 -0.103
11 C 3.335 -1.517 0.896
12 C 4.704 -1.494 0.693
13 C 5.218 -1.033 -0.510
14 C 4.355 -0.590 -1.500
15 C 2.988 -0.623 -1.296
16 C -0.074 -0.063 -1.207
17 C -1.006 -0.472 -2.154
18 C -1.498 0.424 -3.084
19 C -1.085 1.747 -3.067
20 C -0.164 2.168 -2.121
21 C 0.340 1.269 -1.201
22 H -2.155 -5.431 -0.657
23 H -0.287 -6.658 -1.699
24 H 1.915 -5.549 -1.973
25 H 2.233 -3.265 -1.167
26 H 2.916 -1.874 1.834
27 H 5.373 -1.841 1.470
28 H 6.287 -1.012 -0.673
29 H 4.750 -0.229 -2.442
30 H 2.314 -0.292 -2.077
31 H -1.361 -1.498 -2.151
32 H -2.211 0.091 -3.827
33 H -1.490 2.449 -3.781
34 H 0.156 3.198 -2.101
35 H 1.063 1.592 -0.459
36 Cl -3.654 -1.263 3.819
37 C -1.873 -1.354 3.628
38 H -1.607 -2.388 3.854
39 H -1.457 -0.699 4.394
40 C 0.450 2.210 2.691
41 C -0.478 3.056 1.882
42 C -0.291 4.410 1.744
43 C -1.183 5.186 1.014
44 C -2.300 4.583 0.446
45 C -2.524 3.228 0.546
46 C -3.739 2.573 -0.039
47 C -1.591 2.398 1.255
48 N -1.759 1.113 1.368
49 H 1.148 2.826 3.254
50 H 1.008 1.524 2.043
51 H -0.134 1.589 3.367
52 H 0.562 4.873 2.232
53 H -1.015 6.249 0.909
54 H -3.017 5.199 -0.085
55 H -4.401 3.305 -0.499
56 H -4.279 2.041 0.744
57 H -3.441 1.838 -0.787

Summary:
- orbital gap (alpha / beta) (eV) = 5.33 / 6.66
- net charge = -1
- multiplicity = 5
- maximum force (eV/Å) = 1.5
- E (a.u.) = -4297.0610

=====

Entry 6:
# C27H25CoN6O2

A structure of composition C27H25CoN6O2 (ωB97M-V with the def2-TZVPD basis set, the Open Molecules 2025 dataset).

Atoms and positions in Å:
1 Co 0.000 0.000 0.000
2 C 0.671 1.342 -3.852
3 O 0.663 2.357 -2.851
4 C 0.439 1.652 -1.720
5 N 0.515 0.339 -1.724
6 C 1.004 0.063 -3.090
7 C 0.460 -1.205 -3.709
8 C -0.339 -2.093 -2.971
9 C -0.791 -3.288 -3.534
10 C -0.442 -3.619 -4.841
11 C 0.358 -2.755 -5.585
12 C 0.809 -1.558 -5.023
13 C 0.100 2.439 -0.509
14 C 0.291 3.744 -0.146
15 C 0.073 4.056 1.218
16 C -0.243 3.049 2.163
17 C -0.412 1.780 1.675
18 N -0.355 1.581 0.379
19 C -0.516 0.444 2.313
20 N -0.440 -0.692 1.653
21 C -0.594 -1.698 2.724
22 C -0.469 -0.901 4.023
23 O -0.649 0.460 3.656
24 C 0.395 -2.844 2.652
25 C 1.382 -2.903 1.656
26 C 2.292 -3.962 1.614
27 C 2.225 -4.979 2.563
28 C 1.243 -4.943 3.551
29 C 0.332 -3.885 3.593
30 H 1.423 1.574 -4.613
31 H -0.316 1.315 -4.330
32 H 2.094 -0.052 -3.017
33 H -0.607 -1.862 -1.940
34 H -1.404 -3.963 -2.942
35 H -0.787 -4.554 -5.274
36 H 0.640 -3.019 -6.601
37 H 1.451 -0.911 -5.616
38 H 0.632 4.487 -0.855
39 H 0.213 5.080 1.558
40 H -0.313 3.264 3.221
41 H -1.605 -2.118 2.635
42 H 0.512 -0.998 4.503
43 H -1.237 -1.190 4.749
44 H 1.446 -2.122 0.899
45 H 3.049 -3.989 0.835
46 H 2.933 -5.802 2.527
47 H 1.185 -5.741 4.286
48 H -0.431 -3.882 4.367
49 N -1.774 -4.955 -0.500
50 C -0.729 -4.055 -0.693
51 C -0.832 -2.711 -0.338
52 N 0.175 -1.816 -0.504
53 C 1.308 -2.331 -1.026
54 C 1.422 -3.667 -1.369
55 N 0.409 -4.553 -1.211
56 H -2.630 -4.638 -0.941
57 H -1.466 -5.850 -0.874
58 H -1.740 -2.316 0.102
59 H 2.130 -1.637 -1.161
60 H 2.340 -4.068 -1.784
61 H -1.531 -0.024 -0.445

Summary:
- orbital gap (alpha / beta) (eV) = 5.07 / 7.91
- net charge = +1
- multiplicity = 4
- energy above the lowest of the compared OMol25 structures with the same formula, charge and spin (eV) = 1.098
- maximum force (eV/Å) = 8.7
- E (a.u.) = -2905.2124

=====

Entry 7:
# C27H25FN2O4

The molecule C27H25FN2O4 (ωB97M-V with the def2-TZVPD basis set, the Open Molecules 2025 dataset).

Atoms and positions in Å:
1 O -1.922 -0.514 -0.352
2 C -2.086 -0.661 -1.543
3 O -1.825 0.251 -2.460
4 C -1.117 1.437 -2.078
5 C -1.719 2.186 -0.920
6 C -0.894 2.782 0.024
7 C -1.438 3.506 1.070
8 C -2.811 3.622 1.194
9 C -3.639 3.023 0.260
10 C -3.097 2.318 -0.799
11 H -3.744 1.860 -1.534
12 H -4.712 3.110 0.352
13 H -3.234 4.178 2.016
14 H -0.787 3.972 1.794
15 H 0.179 2.681 -0.064
16 H -0.079 1.161 -1.863
17 H -1.134 2.053 -2.983
18 C -2.579 -1.940 -2.173
19 C -1.376 -2.717 -2.727
20 H -1.738 -3.506 -3.388
21 H -0.749 -2.041 -3.309
22 C -0.518 -3.384 -1.647
23 N 0.075 -2.469 -0.688
24 C 0.889 -1.445 -1.030
25 O 1.127 -1.130 -2.180
26 C 1.476 -0.712 0.150
27 C 2.803 -0.559 0.278
28 C 3.802 -1.170 -0.587
29 C 4.966 -0.458 -0.886
30 C 5.943 -0.996 -1.699
31 C 5.760 -2.271 -2.203
32 C 4.635 -3.017 -1.904
33 C 3.663 -2.462 -1.094
34 H 2.797 -3.050 -0.832
35 H 4.534 -4.015 -2.299
36 F 6.713 -2.809 -2.996
37 H 6.838 -0.446 -1.943
38 H 5.092 0.536 -0.485
39 H 3.180 0.057 1.080
40 N 0.527 -0.174 1.021
41 C 0.761 0.414 2.233
42 O 1.867 0.517 2.731
43 C -0.453 0.941 2.921
44 C -0.242 1.931 3.880
45 C -1.303 2.482 4.571
46 C -2.592 2.042 4.320
47 C -2.809 1.045 3.384
48 C -1.750 0.492 2.686
49 H -1.954 -0.289 1.972
50 H -3.812 0.693 3.195
51 H -3.425 2.469 4.858
52 H -1.126 3.253 5.307
53 H 0.772 2.254 4.066
54 H -0.428 -0.162 0.675
55 H -0.118 -2.620 0.288
56 H -1.118 -4.101 -1.084
57 H 0.289 -3.925 -2.156
58 H -3.110 -2.531 -1.426
59 H -3.250 -1.691 -2.994

Summary:
- orbital gap (eV) = 8.48
- net charge = 0
- energy above the lowest of the compared OMol25 structures with the same formula, charge and spin (eV) = 0.274
- maximum force (eV/Å) = 0.8
- SMILES = O=C(CCCNC(=O)/C(=C\c1ccc(F)cc1)NC(=O)c1ccccc1)OCc1ccccc1
- E (a.u.) = -1554.2720

=====

Entry 8:
# C27H25MoN2O

A structure of composition C27H25MoN2O (ωB97M-V with the def2-TZVPD basis set, the Open Molecules 2025 dataset).

Atoms and positions in Å:
1 Mo 0.661 -1.541 0.774
2 C -0.706 -1.301 3.969
3 C 0.420 -1.744 3.085
4 C 0.508 -3.075 2.611
5 C 1.518 -3.479 1.714
6 C 2.638 -2.626 1.491
7 C 2.660 -1.373 2.102
8 C 1.506 -0.873 2.771
9 H -0.458 -1.529 5.008
10 H -1.631 -1.821 3.726
11 H -0.866 -0.227 3.891
12 H -0.303 -3.756 2.841
13 H 1.497 -4.475 1.291
14 H 3.468 -2.968 0.888
15 H 3.507 -0.716 1.959
16 H 1.507 0.127 3.183
17 N 4.465 3.748 -2.461
18 C 3.672 2.735 -2.839
19 O 3.235 2.531 -3.950
20 C 3.185 1.772 -1.773
21 C 3.176 0.413 -2.085
22 C 2.550 -0.458 -1.225
23 N 1.886 -0.035 -0.128
24 C 1.912 1.271 0.184
25 C 2.578 2.196 -0.594
26 H 4.805 4.369 -3.182
27 H 4.954 3.749 -1.581
28 H 3.635 0.054 -2.997
29 H 2.539 -1.527 -1.426
30 H 1.364 1.565 1.070
31 H 2.569 3.240 -0.310
32 C -2.998 3.965 -1.166
33 C -2.057 3.764 -2.179
34 C -1.279 2.635 -2.152
35 C -1.463 1.660 -1.124
36 C -2.422 1.903 -0.091
37 C -3.171 3.044 -0.116
38 C -0.683 0.518 -1.183
39 C -0.744 -0.654 -0.366
40 C -1.919 -1.515 -0.355
41 C -3.164 -1.184 -0.906
42 C -4.252 -2.018 -0.712
43 C -4.122 -3.195 0.019
44 C -2.882 -3.575 0.529
45 C -1.796 -2.751 0.322
46 H -3.607 4.861 -1.181
47 H -1.947 4.494 -2.969
48 H -0.538 2.456 -2.924
49 H -2.535 1.184 0.711
50 H -3.895 3.251 0.659
51 H 0.096 0.518 -1.949
52 H -3.288 -0.275 -1.478
53 H -5.210 -1.761 -1.142
54 H -4.981 -3.838 0.158
55 H -2.768 -4.525 1.034
56 H -0.822 -3.205 0.556

Summary:
- orbital gap (alpha / beta) (eV) = 5.69 / 5.70
- net charge = +3
- energy above the lowest of the compared OMol25 structures with the same formula, charge and spin (eV) = 0.000
- maximum force (eV/Å) = 1.7
- E (a.u.) = -1295.7219

=====

Question: What is the formula in the eighth record?
Answer: C27H25MoN2O